{
  "formula": "C5H4LaO2",
  "method": "ωB97M-V/def2-TZVPD",
  "symbols": ["C", "La", "O", "C", "H", "H", "O", "C", "C", "C", "H", "H"],
  "coordinates": [[0.75529, 0.65252, -1.17308], [-3.12682, 0.64351, -0.36544], [-0.53196, 1.00953, -0.87300], [-0.95063, 1.89417, 0.20721], [-0.34287, 1.74213, 1.11591], [-0.84440, 2.92972, -0.15830], [2.28655, -1.16408, -1.06145], [1.09599, -0.55537, -0.63338], [0.40601, -1.16014, 0.46028], [-0.23560, -1.67876, 1.36191], [2.21196, -2.12200, -1.05220], [-0.72353, -2.19124, 2.17155]],
  "forces_ev_per_a": [[2.0198, -1.4517, -0.4910], [3.3213, 0.4987, 0.1047], [-4.2927, 0.5556, 1.3447], [-0.2240, -0.1780, -0.5512], [-0.3540, -0.0492, -0.3153], [-0.0469, -0.1674, 0.2257], [0.2297, 0.3447, 0.3044], [0.0452, 0.5485, -0.2782], [-0.8568, -0.6791, 0.2985], [0.2056, 0.1991, -0.4706], [-0.2888, 0.0732, 0.1353], [0.2415, 0.3056, -0.3068]],
  "gap_ev": [4.7, 4.2],
  "spin_multiplicity": 2,
  "lumo_energy_ev": [-1.25, -1.79],
  "e_above_lowest_kcal_mol": 6.8,
  "e_homo_ha": [-0.219, -0.221],
  "total_energy_ha": -374.6145
}

{
  "formula": "C5H4N",
  "method": "ωB97M-V/def2-TZVPD",
  "symbols": ["C", "C", "C", "C", "C", "N", "H", "H", "H", "H"],
  "coordinates": [[3.53193, 0.52328, -0.24003], [2.25907, 0.89639, 0.13467], [1.63556, -1.03761, 0.20483], [2.93244, -0.65222, 0.01076], [-0.31484, 0.55404, -0.09703], [1.04902, 0.15322, -0.10672], [1.26841, -1.95512, 0.42429], [-0.61603, 0.34788, 0.89487], [-0.29284, 1.58880, -0.41912], [-1.11621, 0.04167, -0.84991]],
  "forces_ev_per_a": [[-1.2126, -1.9461, 0.5309], [-0.9959, -0.2614, -0.6387], [0.1978, 1.6727, -1.7552], [2.6742, 2.5611, -0.0646], [-2.4244, -0.1517, -1.8526], [2.2348, -0.8886, -0.3355], [-1.6071, -2.3964, 1.0398], [-1.1371, 0.5254, 0.9817], [-0.3805, 0.2780, 0.5468], [2.6509, 0.6070, 1.5474]],
  "total_charge": 1,
  "gap_ev": [7.6, 7.6],
  "lumo_energy_ev": [-7.96, -7.87],
  "e_above_lowest_kcal_mol": 124.4,
  "e_homo_ha": [-0.570, -0.568],
  "total_energy_ha": -247.0637
}

{
  "formula": "C5H4N",
  "method": "ωB97M-V/def2-TZVPD",
  "symbols": ["C", "C", "C", "C", "C", "N", "H", "H", "H", "H"],
  "coordinates": [[2.52110, 0.49654, -0.20306], [1.24507, 0.93579, 0.05602], [0.58961, -1.08537, 0.13787], [1.92732, -0.70811, 0.04886], [-1.34893, 0.56292, -0.04594], [-0.00889, 0.07021, -0.10086], [0.09320, -1.91804, 0.42304], [-1.84557, 0.39354, 0.94668], [-1.34502, 1.55035, -0.56639], [-1.82789, -0.29782, -0.69623]],
  "forces_ev_per_a": [[-1.8843, -2.7168, 0.5088], [-0.8710, -1.7097, -0.0217], [0.0957, 1.9615, -0.5864], [1.9360, 3.5338, -0.5933], [-1.8329, -2.6211, -1.4428], [3.3882, 2.0066, 0.3741], [-1.1453, -2.7651, 0.8762], [0.7114, 0.9900, -0.7444], [-0.5274, -0.8423, 0.8178], [0.1296, 2.1631, 0.8116]],
  "total_charge": 1,
  "gap_ev": [7.4, 7.5],
  "lumo_energy_ev": [-8.02, -7.87],
  "e_above_lowest_kcal_mol": 125.7,
  "e_homo_ha": [-0.567, -0.564],
  "total_energy_ha": -247.0617
}

{
  "formula": "C5H4N2",
  "method": "ωB97M-V/def2-TZVPD",
  "symbols": ["C", "C", "C", "C", "C", "N", "N", "H", "H", "H", "H"],
  "coordinates": [[3.13046, 0.53979, 0.14320], [1.91023, 0.36301, 0.39875], [0.50933, 0.13934, 0.27967], [-0.22112, -1.03366, -0.09460], [-1.55811, -0.61322, -0.21544], [-1.69052, 0.66895, 0.09212], [-0.47282, 1.10659, 0.37822], [0.90741, -0.04719, -0.83944], [0.22634, -2.00276, -0.26495], [-2.42145, -1.19303, -0.51104], [-0.31975, 2.07218, 0.63352]],
  "forces_ev_per_a": [[-0.8626, -0.1243, 0.1578], [0.8439, 0.1236, 0.0870], [-0.2281, 0.0397, 0.0061], [0.0413, -0.0333, -0.0011], [-0.0774, 0.0158, 0.0152], [0.2133, -0.2205, -0.0053], [0.0638, 0.1153, 0.0137], [-0.0424, -0.0152, -0.2980], [-0.0778, 0.1484, 0.0026], [0.1235, 0.0773, 0.0785], [0.0026, -0.1270, -0.0566]],
  "gap_ev": [7.8, 7.8],
  "lumo_energy_ev": [-0.99, -0.99],
  "e_above_lowest_kcal_mol": 151.5,
  "e_homo_ha": [-0.325, -0.325],
  "total_energy_ha": -302.1869
}

{
  "formula": "C5H4N2",
  "method": "ωB97M-V/def2-TZVPD",
  "symbols": ["C", "C", "C", "C", "C", "N", "N", "H", "H", "H", "H"],
  "coordinates": [[-0.23657, -2.75489, 0.53135], [0.14178, -1.66198, 0.18888], [0.27491, -0.28243, -0.03589], [-0.07886, 0.74536, 0.81623], [-0.00580, 1.88924, 0.00540], [0.35830, 1.59812, -1.24015], [0.51213, 0.27595, -1.24355], [-1.12898, -3.15175, 0.93708], [-0.38564, 0.64500, 1.84879], [-0.20705, 2.91421, 0.28051], [0.75579, -0.21682, -2.08865]],
  "forces_ev_per_a": [[-0.2569, 0.9763, 0.0851], [-0.1181, -0.3567, 0.1245], [0.0322, 0.2440, -0.0722], [0.1017, 0.0390, -0.0642], [0.0326, 0.1945, -0.0473], [-0.0534, 0.0889, 0.1796], [0.1431, -0.0644, -0.0947], [-0.0529, -1.2921, 0.1094], [0.1351, 0.0746, -0.2198], [0.0382, -0.0714, -0.0682], [-0.0015, 0.1672, 0.0678]],
  "gap_ev": 9.7,
  "lumo_energy_ev": 0.58,
  "e_above_lowest_kcal_mol": 57.5,
  "e_homo_ha": -0.335,
  "total_energy_ha": -302.3366
}

{
  "formula": "C5H4N2",
  "method": "ωB97M-V/def2-TZVPD",
  "symbols": ["C", "C", "C", "C", "C", "N", "N", "H", "H", "H", "H"],
  "coordinates": [[2.76509, 0.12969, -0.62691], [1.58912, 0.16360, -0.37574], [0.19958, 0.09500, -0.06316], [-0.58894, -1.01806, 0.15077], [-1.85785, -0.49529, 0.45614], [-1.86833, 0.83052, 0.41988], [-0.61903, 1.17011, 0.10473], [3.80913, 0.05383, -0.84519], [-0.27369, -2.04862, 0.08061], [-2.76250, -1.02475, 0.71713], [-0.39258, 2.14397, -0.01827]],
  "forces_ev_per_a": [[-0.2109, -0.0529, 0.0460], [0.2272, 0.0461, -0.0786], [-0.0617, -0.0594, -0.0448], [0.0142, 0.0317, 0.0240], [-0.1319, 0.0190, 0.0435], [0.0356, -0.2011, -0.0033], [0.2644, 0.0490, -0.0715], [-0.2335, 0.1136, 0.0395], [-0.0549, 0.1621, 0.0759], [0.0755, 0.0243, -0.0801], [0.0759, -0.1323, 0.0493]],
  "gap_ev": 10.1,
  "lumo_energy_ev": 0.99,
  "e_above_lowest_kcal_mol": 42.3,
  "e_homo_ha": -0.333,
  "total_energy_ha": -302.3609
}

{
  "formula": "C5H4N2",
  "method": "ωB97M-V/def2-TZVPD",
  "symbols": ["C", "C", "C", "C", "N", "N", "C", "H", "H", "H", "H"],
  "coordinates": [[-1.20658, 1.97647, -1.71970], [-0.75174, 1.13534, -0.98424], [-0.19693, 0.13311, -0.12705], [1.14617, -0.10805, 0.11153], [1.21340, -1.14132, 0.97276], [0.01895, -1.61308, 1.31885], [-0.84306, -0.85481, 0.67653], [-1.60735, 2.71905, -2.37500], [2.03057, 0.36656, -0.27732], [2.02561, -1.59362, 1.35313], [-1.82904, -1.01964, 1.05051]],
  "forces_ev_per_a": [[0.2029, -0.3823, 0.3344], [-0.1863, 0.2553, -0.2144], [0.0017, -0.2674, 0.2815], [-0.0343, -0.0149, -0.1363], [0.3873, -0.0599, -0.2458], [0.1819, 0.1257, 0.1334], [0.1399, 0.0403, 0.6383], [0.0738, -0.1530, 0.1475], [-0.0319, 0.0428, -0.0189], [0.1147, 0.1124, -0.1247], [-0.8496, 0.3010, -0.7950]],
  "gap_ev": 9.9,
  "lumo_energy_ev": 0.94,
  "e_above_lowest_kcal_mol": 45.2,
  "e_homo_ha": -0.329,
  "total_energy_ha": -302.3564
}

{
  "formula": "C5H4N2",
  "method": "ωB97M-V/def2-TZVPD",
  "symbols": ["C", "C", "C", "C", "N", "N", "C", "H", "H", "H", "H"],
  "coordinates": [[-0.67713, -1.40344, -2.24067], [-0.43270, -0.93942, -1.15944], [-0.07231, -0.30125, 0.03914], [-0.61292, 0.88522, 0.46824], [0.24607, 1.55977, 1.21353], [1.52303, 0.54838, 1.42108], [1.14604, -0.50342, 0.72448], [-0.93643, -1.84989, -3.16665], [-1.64450, 1.16523, 0.27687], [-0.20188, 2.38092, 1.69223], [1.63078, -1.50666, 0.69330]],
  "forces_ev_per_a": [[-0.0910, -0.0786, 0.1940], [-0.5193, -0.7410, -0.4683], [-0.3152, -0.2041, -0.2316], [0.0003, -0.5050, -0.4724], [0.5925, -1.7234, 0.1822], [-2.0734, 1.4189, 0.7133], [-0.3805, 1.0347, 0.0430], [0.0211, -0.0189, -0.1055], [0.3527, 0.4998, -0.1464], [2.0477, -1.1200, 0.1818], [0.3650, 1.4374, 0.1098]],
  "gap_ev": 9.1,
  "lumo_energy_ev": 0.74,
  "e_above_lowest_kcal_mol": 83.3,
  "e_homo_ha": -0.307,
  "total_energy_ha": -302.2956
}

{
  "formula": "C5H4N2",
  "method": "ωB97M-V/def2-TZVPD",
  "symbols": ["C", "C", "C", "C", "C", "N", "N", "H", "H", "H", "H"],
  "coordinates": [[-1.07765, 1.34989, -0.05934], [-2.06137, -1.19592, -0.00154], [1.22918, -0.02082, -0.74264], [1.15751, -0.11251, 0.74282], [-0.02943, 0.42486, 0.07089], [-2.00254, 2.01637, -0.01751], [-3.05652, -1.72951, 0.08566], [2.04162, 0.55929, -1.24578], [0.97116, -0.93047, -1.32165], [1.15735, -1.12833, 1.28108], [1.67070, 0.76714, 1.20802]],
  "forces_ev_per_a": [[3.5268, -2.9664, 1.0567], [2.2701, 1.2863, -0.2860], [-1.1090, -0.3734, -0.6595], [0.0618, -0.2356, 1.6138], [1.5380, 1.2532, -2.3571], [-2.3882, 1.7122, -0.2673], [-2.9284, -1.6720, 0.2798], [-1.2455, 0.0643, 0.6108], [0.3660, 0.4069, 0.5055], [-0.0397, 1.8092, -0.6715], [-0.0519, -1.2847, 0.1747]],
  "gap_ev": [10.0, 6.6],
  "spin_multiplicity": 3,
  "lumo_energy_ev": [0.73, -4.41],
  "e_above_lowest_kcal_mol": 27.1,
  "e_homo_ha": [-0.340, -0.406],
  "total_energy_ha": -302.1505
}

{
  "formula": "C5H4N2O",
  "method": "ωB97M-V/def2-TZVPD",
  "symbols": ["C", "C", "C", "C", "C", "H", "H", "H", "H", "N", "N", "O"],
  "coordinates": [[1.81684, -0.32030, -0.18283], [0.11776, 0.83750, -0.12758], [-1.24862, 0.83350, 0.04745], [-0.64481, -1.32589, -0.12370], [0.47201, -0.52436, -0.20777], [2.41125, 1.78583, 0.12174], [-2.00600, 1.60252, 0.50011], [-2.87617, -0.24084, -0.00101], [-0.85097, -2.46124, -0.24107], [1.59489, 1.05092, -0.15837], [-1.67791, -0.48099, 0.12569], [2.89172, -0.75664, 0.24735]],
  "forces_ev_per_a": [[6.9036, 1.7054, 3.6827], [0.6237, -1.1744, 0.3427], [0.1889, 3.4700, 2.1205], [-0.5357, -2.9010, -0.5125], [-6.3168, -3.7637, -1.1726], [-3.2828, -2.1270, -0.7080], [1.8302, -1.2353, -1.3773], [4.5925, -2.9143, 0.2408], [0.6664, 2.3350, 0.3519], [2.2247, 4.6844, -0.4017], [-5.0202, 2.7366, -0.6756], [-1.8747, -0.8156, -1.8909]],
  "gap_ev": 8.7,
  "lumo_energy_ev": 0.31,
  "e_above_lowest_kcal_mol": 105.6,
  "e_homo_ha": -0.309,
  "total_energy_ha": -377.4958
}

Please write out number 8 again, unchanged.
{
  "formula": "C5H4N2",
  "method": "ωB97M-V/def2-TZVPD",
  "symbols": ["C", "C", "C", "C", "N", "N", "C", "H", "H", "H", "H"],
  "coordinates": [[-0.67713, -1.40344, -2.24067], [-0.43270, -0.93942, -1.15944], [-0.07231, -0.30125, 0.03914], [-0.61292, 0.88522, 0.46824], [0.24607, 1.55977, 1.21353], [1.52303, 0.54838, 1.42108], [1.14604, -0.50342, 0.72448], [-0.93643, -1.84989, -3.16665], [-1.64450, 1.16523, 0.27687], [-0.20188, 2.38092, 1.69223], [1.63078, -1.50666, 0.69330]],
  "forces_ev_per_a": [[-0.0910, -0.0786, 0.1940], [-0.5193, -0.7410, -0.4683], [-0.3152, -0.2041, -0.2316], [0.0003, -0.5050, -0.4724], [0.5925, -1.7234, 0.1822], [-2.0734, 1.4189, 0.7133], [-0.3805, 1.0347, 0.0430], [0.0211, -0.0189, -0.1055], [0.3527, 0.4998, -0.1464], [2.0477, -1.1200, 0.1818], [0.3650, 1.4374, 0.1098]],
  "gap_ev": 9.1,
  "lumo_energy_ev": 0.74,
  "e_above_lowest_kcal_mol": 83.3,
  "e_homo_ha": -0.307,
  "total_energy_ha": -302.2956
}